C31H59ClN8O3PS | ωB97M-V/def2-TZVPD

Structure (XYZ):
```
104
Properties=species:S:1:pos:R:3:forces:R:3:mulliken_charge:R:1
C 2.843723 -6.826829 -0.302694 0.5209 0.2991 -0.4312 -1.42
C 3.440544 -5.463280 -0.571327 -0.6597 -0.3090 0.9563 0.20
Cl 2.805695 -4.855309 -2.123801 0.3266 0.1489 -0.1865 -0.16
C 2.981585 -4.540122 0.539858 -0.3609 0.9926 -0.3851 -0.71
C 3.466802 -3.087714 0.351827 0.1878 -0.9291 0.1292 0.21
C 4.375019 -2.643324 1.483335 -0.3111 0.7204 -0.3753 -1.39
N 3.608543 -2.317207 2.764636 0.5262 -0.7658 0.4989 0.16
S 4.403554 -0.932602 3.551901 0.5218 0.6590 0.0785 -0.06
C 2.151748 -2.126612 2.489129 -0.3994 0.6520 -0.6948 0.05
P 1.221171 -1.397569 3.898363 -0.6771 -0.5658 2.0864 1.06
N 1.490022 -2.269286 5.147263 1.0451 0.5826 -0.5156 -0.89
O -0.315559 -1.486081 3.426435 1.0362 0.1944 -0.7816 -0.52
O 1.480575 0.164035 4.071357 1.0307 -1.9794 0.5755 -0.60
C 1.982323 -1.422963 1.156033 -0.4553 -0.0990 0.4526 0.20
O 2.398502 -2.201835 0.078070 0.3358 0.1205 -0.1730 -0.45
H 1.776567 -6.734257 -0.377330 -0.4499 -0.2054 -0.0112 0.26
H 3.211736 -7.533292 -1.029064 0.0590 -0.4013 -0.1200 0.44
H 3.086820 -7.122251 0.708910 0.0955 -0.3028 0.1698 0.37
H 4.520123 -5.490392 -0.558538 0.4032 0.0070 -0.5724 0.49
H 1.896267 -4.513932 0.515399 -0.1986 -0.1762 0.1728 -0.28
H 3.297098 -4.935104 1.499515 0.0503 -0.2929 0.2451 0.63
H 4.088351 -3.090323 -0.534052 0.2459 0.1968 -0.2796 0.88
H 4.919239 -1.753218 1.211111 -0.0110 0.4595 -0.0705 0.51
H 5.124084 -3.381495 1.708378 0.1511 -0.4223 0.2033 0.49
H 3.715362 -3.122099 3.386070 -0.2654 0.1114 0.2132 0.53
H 4.635998 -1.390338 4.803601 -0.4246 -0.3889 -0.3220 0.24
H 1.738425 -3.121183 2.358985 -0.0886 -0.3872 0.1868 -0.09
H 1.832107 -1.701325 5.917508 -0.1967 -0.3586 0.2824 0.28
H -0.440129 -2.210782 2.796413 -0.5454 0.0753 0.0434 0.35
H 0.843690 0.676551 3.549000 1.4508 -0.8892 1.6850 -0.96
H 2.425350 -0.427676 1.163981 0.5822 -0.0450 0.0732 0.04
H 0.916967 -1.260722 1.031622 -0.0906 -0.0843 -0.0854 -0.65
C 1.229100 -10.448153 2.463689 0.0132 0.0025 0.0451 -0.93
C 0.674977 -9.730787 3.690057 0.1584 -0.1767 -0.1141 -0.42
C -0.366575 -8.663060 3.336446 0.2307 -0.0815 0.0188 -0.46
C 0.217434 -7.629040 2.478177 -0.7114 -0.7433 0.6765 0.15
N 0.665473 -6.822976 1.808899 0.4328 0.9562 -0.4074 -0.26
H 1.753168 -9.758634 1.799183 -0.0465 0.0206 -0.0171 0.16
H 1.940577 -11.217720 2.761664 -0.0207 -0.0173 -0.0078 0.33
H 0.430974 -10.928317 1.895641 0.0087 0.0021 -0.0195 0.31
H 1.497722 -9.270652 4.241394 -0.0614 0.0372 0.0533 0.28
H 0.213162 -10.460375 4.356195 -0.0632 0.0762 0.0361 0.31
H -0.747139 -8.185471 4.238928 -0.0511 0.0625 -0.0291 0.31
H -1.211696 -9.108170 2.810380 -0.0293 0.0522 -0.0541 0.28
C -2.272803 -3.819881 -2.366165 0.0259 -0.0441 0.0336 -1.40
C -1.717539 -3.370610 -1.019075 -0.1916 -0.0873 -0.3493 -0.41
C -1.002480 -4.486548 -0.257612 -0.2635 0.0322 -0.1315 1.07
C -1.893840 -5.615295 0.039199 0.9722 0.8130 -0.0852 0.14
N -2.535383 -6.519701 0.300278 -0.7365 -0.8217 0.2150 -0.52
H -3.028715 -4.597935 -2.248961 0.0380 -0.0334 0.0154 0.36
H -2.744078 -2.982201 -2.879340 0.0251 0.0056 -0.0097 0.41
H -1.480207 -4.208037 -3.009841 -0.0194 -0.0070 -0.0043 0.31
H -2.530183 -2.980810 -0.407459 0.0408 0.0639 0.0729 0.38
H -1.017385 -2.552771 -1.173365 0.0614 0.0171 0.0659 0.22
H -0.621580 -4.098606 0.689142 0.0671 -0.1205 0.0911 -0.45
H -0.154743 -4.867624 -0.831481 0.0160 -0.0102 0.0062 -0.12
C -1.215634 2.518147 2.434598 -0.0389 -0.1163 0.1516 -1.27
C 0.176166 1.931317 2.229256 -0.4539 0.8046 -0.4091 0.67
C 0.385384 1.366492 0.818409 -0.1219 -0.1499 0.3408 0.96
C -0.572600 0.286025 0.551930 0.5962 1.1162 -0.1227 0.33
N -1.326659 -0.546655 0.356771 -0.6091 -0.7009 0.0162 -0.42
H -1.989450 1.757978 2.321816 0.0186 -0.0134 -0.0592 0.36
H -1.310089 2.933875 3.436981 0.0082 0.0396 -0.0169 0.41
H -1.412617 3.317048 1.718267 0.0568 -0.0179 0.0044 0.28
H 0.344633 1.140531 2.969088 -2.6427 2.3603 -2.9349 0.47
H 0.923457 2.707944 2.409144 0.0879 -0.1741 0.0473 0.54
H 1.398128 0.974295 0.712560 -0.2200 0.2268 -0.1862 -0.05
H 0.248620 2.148553 0.072745 -0.0528 0.0274 0.0088 -0.49
C -1.178777 4.020035 -1.663345 -0.0574 -0.1362 -0.0261 -1.28
C -1.139064 5.292996 -2.497328 0.0446 -0.2192 0.0117 -0.55
C -0.591809 6.494474 -1.721482 -0.2752 -0.0751 -0.0266 0.17
C -1.430979 6.773198 -0.549446 0.8320 -0.0622 -0.9422 0.23
N -2.094191 6.978994 0.354153 -0.6703 0.1299 0.9237 -0.51
H -1.845336 4.124202 -0.804010 0.0245 0.0459 0.0229 0.26
H -1.548936 3.188774 -2.262237 -0.0061 0.0045 -0.0095 0.45
H -0.180451 3.760722 -1.296901 0.0484 0.0791 -0.0111 0.35
H -2.145398 5.513568 -2.854435 0.0227 0.0467 -0.0324 0.22
H -0.517202 5.132833 -3.378423 -0.0025 0.1164 -0.0156 0.39
H -0.573593 7.376848 -2.360403 0.0432 0.0289 0.0150 -0.18
H 0.427555 6.301982 -1.383155 0.0217 0.0311 0.0243 0.29
C -6.537784 4.156131 -1.614721 0.0036 0.0355 0.0106 -1.12
C -6.269667 5.232266 -2.660712 -0.0762 -0.0611 0.2216 -0.38
C -5.889331 4.654218 -4.028651 0.1161 0.0875 0.2281 -0.46
C -4.664310 3.853045 -3.931657 -1.0452 0.5948 -0.2907 0.29
N -3.715928 3.226862 -3.851893 0.9809 -0.5935 0.1566 -0.45
H -5.648085 3.554009 -1.424176 0.0014 -0.0220 -0.0507 0.31
H -6.833176 4.609994 -0.669157 -0.0250 -0.0053 -0.0068 0.33
H -7.340223 3.488689 -1.934489 0.0071 -0.0128 0.0109 0.31
H -5.471244 5.887293 -2.306355 0.0043 0.0361 -0.0734 0.26
H -7.161041 5.850168 -2.778892 0.0330 0.0224 -0.0930 0.31
H -5.720447 5.455855 -4.747278 0.0175 -0.0348 -0.0651 0.28
H -6.688602 4.020257 -4.413740 0.0115 -0.0375 -0.0245 0.33
C 0.639447 10.916067 -2.731461 0.0398 -0.0151 0.0374 -1.10
C 2.035652 10.345800 -2.956839 -0.1719 0.1324 0.1330 -0.40
C 2.226937 9.771710 -4.365180 -0.0721 -0.0823 0.2131 -0.44
C 1.284353 8.674771 -4.611728 0.8377 0.9154 0.0164 0.29
N 0.542350 7.828987 -4.791318 -0.7498 -0.8846 -0.0625 -0.41
H -0.127541 10.145469 -2.823305 0.0019 0.0009 -0.0564 0.29
H 0.557571 11.339308 -1.730777 -0.0015 0.0249 -0.0125 0.33
H 0.417043 11.705685 -3.451052 -0.0209 -0.0047 0.0004 0.32
H 2.230704 9.567307 -2.216246 0.0726 -0.0236 -0.0425 0.27
H 2.775595 11.131429 -2.796979 0.0626 -0.0518 -0.0602 0.32
H 3.240044 9.389296 -4.487081 0.0055 -0.0193 -0.0729 0.28
H 2.065985 10.543116 -5.118735 -0.0172 -0.0096 -0.0397 0.29
```
Forces are in eV/Å.

The value obtained for the HOMO energy is -12.48 eV. The lowest unoccupied orbital energy is -0.1272 Eh. The calculation puts the strongest force on any atom at 4.60 eV/A. The calculated total energy is -3079.79345 a.u. The total charge is +1. As for the orbital gap: 9.015 eV.